Below is a molecular structure, C8H22F3O8Y at a distorted geometry, with properties calculated with ωB97M-V with the def2-TZVPD basis set.

Geometry as XYZ:
```
42
Properties=species:S:1:pos:R:3:lowdin_charge:R:1
Y 0.665 -1.821 0.226 1.502
C 4.165 0.257 2.558 -0.123
C 3.069 -0.858 2.523 -0.473
O 2.875 -1.499 1.303 -0.442
H 4.100 0.865 3.460 0.037
H 4.079 0.970 1.738 0.046
H 5.158 -0.190 2.592 0.035
H 2.124 -0.333 2.658 0.066
H 3.101 -1.646 3.276 0.085
C -3.677 -1.065 -0.987 -0.122
C -2.316 -1.554 -1.569 -0.435
O -1.508 -2.396 -0.720 -0.420
H -4.535 -1.723 -0.851 0.044
H -4.153 -0.412 -1.719 0.029
H -3.581 -0.420 -0.113 0.058
H -1.759 -0.710 -1.975 0.050
H -2.606 -2.147 -2.436 0.060
O 0.447 -3.895 1.185 -0.503
H 1.174 -4.485 0.904 -0.118
O -0.512 -1.624 2.186 -0.509
H -0.672 -0.847 2.757 -0.095
C -0.079 1.891 0.435 -0.358
O -1.434 2.233 0.141 -0.104
O 0.218 0.563 -0.051 -0.306
C 0.955 3.060 0.389 -0.595
F 1.558 3.161 -0.779 0.137
F 0.353 4.241 0.554 0.124
F 1.907 2.931 1.325 0.135
C -1.808 2.565 -1.180 -0.250
C -3.359 2.897 -1.195 -0.070
H -3.678 3.429 -2.092 0.055
H -3.930 2.009 -0.926 0.049
H -3.590 3.540 -0.346 0.056
H -1.665 1.761 -1.902 0.099
H -1.297 3.494 -1.434 0.099
H -0.220 1.710 1.500 0.139
O 1.025 -1.233 -2.211 -0.088
H 1.506 -1.516 -2.988 0.051
H 0.734 -0.345 -2.418 0.049
O 2.116 -3.407 -1.091 -0.097
H 2.461 -4.262 -0.832 0.059
H 2.591 -3.190 -1.894 0.044
```

Values from the calculation:
**Calculated total energy**: -34229.0833 eV
**HOMO level**: -0.53 eV
**Maximum force**: 0.100 Eh/bohr
**HOMO-LUMO gap**: 5.024 eV
**Total charge**: -2